Record 1
Molecular formula: C28H28As2GaN5
Method: DFT, the ωB97M-V functional and the def2-TZVPD basis

Output
Gap between HOMO and LUMO ... 7.2 eV
HOMO level ... -14.09 eV
E ... -7753.3801 Eh
Lowest unoccupied orbital energy ... -0.254 Eh
Total charge ... +2

CARTESIAN COORDINATES (ANGSTROEM)
As1 -0.77487 -1.19473 -2.90079
As2 -0.88842 -1.03038 0.34569
Ga1 0.21615 1.15874 -0.17654
N1 -1.36889 3.41516 1.53983
N2 0.65819 2.02901 1.36290
N3 -1.04445 2.59543 -0.77177
N4 2.62138 0.78957 1.93245
N5 2.19906 0.70018 -0.48391
C1 -2.82321 2.88688 -2.36284
C2 0.57403 -5.09225 -1.76919
C3 -0.22180 -1.99007 -4.68219
C4 -3.61005 3.47770 -1.37197
C5 0.30408 -5.07623 -0.40599
C6 1.25480 4.63588 5.18418
C7 0.49933 3.40100 3.23196
C8 0.26960 4.39786 4.17146
C9 -0.38217 -2.72153 -0.53045
C10 3.59815 -0.99883 0.60641
C11 3.36944 -0.96119 -1.79507
C12 -1.53175 2.53073 -2.02528
C13 -1.78097 3.17417 0.21491
C14 2.54646 0.12799 -1.66294
C15 0.40115 -3.90347 -2.47223
C16 -0.17778 3.01444 1.95087
C17 -3.09624 3.63967 -0.09952
C18 -0.11973 -2.74560 -1.89657
C19 -0.25788 -3.93978 0.18811
C20 1.63492 2.55617 3.38098
C21 -0.33322 -1.56052 2.18214
C22 -2.86598 -1.37464 0.54643
C23 1.70176 1.70080 2.16801
C24 3.80966 -1.60874 -0.61458
C25 -2.63567 -1.90321 -3.07045
C26 2.52246 2.70891 4.43593
C27 2.78596 0.17992 0.70509
C28 2.34307 3.78189 5.32345
H1 -3.42015 -0.47566 0.27851
H2 1.00260 -5.96498 -2.26852
H3 -0.87231 -0.98142 2.94188
H4 -0.55142 -3.02083 -4.71180
H5 0.45677 -5.94259 0.19012
H6 1.12966 5.49900 5.84958
H7 -0.57845 5.06205 4.05597
H8 0.72418 -1.24734 2.34000
H9 -3.07698 -1.51394 -4.00365
H10 2.17167 0.62189 -2.54176
H11 -3.21890 2.72244 -3.36720
H12 0.68628 -3.79740 -3.49268
H13 4.03362 -1.40693 1.52155
H14 -0.38057 -2.65560 2.30677
H15 -2.59827 -3.01126 -3.18491
H16 -3.24871 -2.17109 -0.07231
H17 -0.72246 -1.38604 -5.46497
H18 3.33710 1.98099 4.53185
H19 -3.26759 -1.52608 -2.24633
H20 3.06820 3.93432 6.11894
H21 -0.83628 2.12448 -2.75707
H22 -3.70579 4.08916 0.70264
H23 -0.64393 -4.00487 1.20942
H24 3.64877 -1.28716 -2.79624
H25 -3.03929 -1.69197 1.60722
H26 0.88090 -1.91326 -4.85310
H27 4.27795 -2.59355 -0.70566
H28 -4.65314 3.75671 -1.56675

Cartesian forces, eV/Å:
As 0.2 -1.5 -1.6
As -1.1 -2.6 1.4
Ga 0.6 -0.1 -0.8
N 2.4 -0.8 -0.8
N -1.3 1.3 0.7
N 0.4 -0.6 0.6
N -0.8 0.5 -0.3
N -0.5 -1.3 1.4
C 0.5 0.1 -0.2
C 0.7 0.7 0.0
C 0.4 1.7 -0.1
C -0.4 -0.2 0.5
C -1.0 0.7 -0.3
C -0.9 -0.2 -0.7
C 0.6 -0.5 0.2
C 0.8 0.4 0.0
C 0.4 -0.8 0.0
C -0.5 0.7 0.2
C 0.0 0.0 0.4
C -0.7 -0.3 -1.1
C -1.4 0.7 0.8
C 0.6 0.0 -0.2
C -0.3 0.2 0.1
C -0.8 -0.2 0.7
C 0.4 -0.1 0.4
C 0.1 0.4 0.7
C 0.1 0.7 0.1
C -0.5 0.5 -0.3
C 1.2 1.0 0.1
C 0.2 0.7 0.8
C 1.4 -0.6 0.8
C -0.3 0.2 -0.6
C -0.1 0.2 -0.3
C 0.1 -0.5 -0.4
C -0.3 0.1 -1.1
C -0.1 -0.3 -0.2
H -0.1 0.0 0.4
H -0.2 0.3 0.3
H -0.3 -0.4 -0.3
H -0.2 0.0 -0.1
H 0.0 -0.6 0.4
H 0.0 -0.5 -0.3
H 0.0 0.0 0.1
H -0.5 -0.4 -0.3
H 0.3 0.0 0.3
H -0.2 0.1 -0.2
H 0.4 0.2 0.3
H 0.1 -0.6 -0.5
H -0.3 0.2 -0.2
H -0.3 0.9 0.1
H -0.1 0.8 0.5
H 0.5 -0.3 -0.4
H 0.3 -0.5 0.4
H -0.2 0.5 0.1
H 0.3 -0.6 -0.3
H -0.2 0.0 -0.1
H -0.3 0.0 0.0
H 0.6 -0.3 -0.5
H 0.5 -0.2 -0.4
H -0.2 -0.1 0.4
H 0.2 0.6 -0.9
H -0.9 -0.1 0.2
H 0.2 0.5 0.2
H 0.5 0.0 0.0

---

Record 2
Molecular formula: C28H28Br2Cl57NO5P
Method: DFT, the ωB97M-V functional and the def2-TZVPD basis

Output
Gap between HOMO and LUMO ... 6.5 eV
HOMO level ... -11.67 eV
E ... -33234.4132 Eh
Lowest unoccupied orbital energy ... -0.189 Eh
Total charge ... +1

CARTESIAN COORDINATES (ANGSTROEM)
Br1 0.46571 -2.07427 3.27783
Br2 4.91921 -4.14193 -1.47240
Cl1 -4.92311 1.86880 4.25503
Cl2 -6.10736 1.14789 9.97435
Cl3 4.19825 1.94852 -6.50870
Cl4 -1.28445 -5.12799 2.28211
Cl5 -7.23631 -1.86184 1.25164
Cl6 -8.01751 0.85301 1.93475
Cl7 -4.40345 1.33062 -5.09104
Cl8 -4.90302 -3.13359 3.43566
Cl9 2.16883 4.45082 4.13257
Cl10 5.07152 -6.69077 -3.11786
Cl11 -3.49604 -4.48921 0.48556
Cl12 -6.07715 6.89594 7.97706
Cl13 -3.72576 1.95727 0.00350
Cl14 9.25395 -2.84431 2.28343
Cl15 3.26951 4.89864 -1.35933
Cl16 -0.69646 -3.00393 6.84712
Cl17 -3.64023 1.33017 8.44435
Cl18 -4.02761 -8.38694 2.09183
Cl19 -0.77526 -5.68495 -3.37243
Cl20 -2.69267 3.66320 4.74019
Cl21 4.65880 -0.53735 -7.94730
Cl22 8.81142 4.57694 -6.28801
Cl23 -0.07130 4.54763 5.98544
Cl24 -0.18761 6.03082 3.48658
Cl25 5.38796 -5.75350 -5.87120
Cl26 6.75605 0.65623 -4.71708
Cl27 7.00722 5.31393 -8.45301
Cl28 -3.77773 -8.93087 -0.75505
Cl29 7.58073 -7.07147 -4.54291
Cl30 -3.83670 3.75203 -3.58186
Cl31 6.39783 -2.37168 2.57291
Cl32 -4.61216 -3.89251 6.22865
Cl33 -2.96340 4.38498 1.41491
Cl34 -4.11299 6.63271 5.83684
Cl35 -1.43440 -0.75567 8.63211
Cl36 -6.38121 -8.31133 0.38539
Cl37 8.48708 2.27951 -3.03552
Cl38 5.66902 2.94874 -3.29519
Cl39 6.45702 1.71618 -8.33097
Cl40 -5.20502 0.05945 1.79520
Cl41 -3.57262 0.44455 11.21482
Cl42 1.49823 2.62262 -0.94207
Cl43 -6.31450 2.19288 -8.31253
Cl44 -5.76127 3.78750 0.96971
Cl45 1.01610 5.11751 0.46837
Cl46 -8.16926 0.64861 -6.69048
Cl47 -2.50548 0.85554 5.43623
Cl48 -6.86378 -2.25102 5.39396
Cl49 9.83027 4.87584 -8.99478
Cl50 -7.52364 3.38703 -5.95067
Cl51 -3.27995 -6.30725 -2.02697
Cl52 -3.14495 -6.35166 -4.93759
Cl53 8.01614 -3.00507 4.90925
Cl54 -2.25691 -2.41380 1.99849
Cl55 -4.01647 4.84889 8.14571
Cl56 -5.57050 1.70638 -2.45345
Cl57 1.33865 -1.55406 8.33219
P1 5.13040 -2.38240 0.01936
O1 -1.75950 -0.35515 1.17747
O2 -1.00226 1.70351 0.57190
O3 6.35861 -1.31989 -0.48540
O4 3.42603 -0.67776 -4.62342
O5 1.79952 -2.05346 -3.71337
N1 3.50919 -1.53360 0.06199
C1 1.36325 -1.39743 1.59706
C2 -4.64216 -8.00228 0.47875
C3 0.40935 4.56848 4.28408
C4 3.89251 -0.11109 -2.20339
C5 -4.40046 6.49025 7.58780
C6 2.75420 -1.91213 1.24389
C7 5.82315 -6.98111 -4.70440
C8 -4.15409 3.10585 1.24091
C9 4.78703 1.22580 -8.01392
C10 -7.75976 2.25897 -7.29555
C11 -0.75730 0.32378 0.82488
C12 -1.96171 -3.91127 1.19220
C13 -2.53073 -5.58244 -3.45404
C14 7.09003 2.28591 -4.11964
C15 8.65102 5.46004 -7.81440
C16 1.60663 4.39292 -1.03067
C17 2.99995 -0.57056 -0.92868
C18 2.73002 -1.85926 -4.47260
C19 -5.04579 2.50990 -3.94053
C20 3.14375 0.30418 -3.57709
C21 7.98990 -2.19810 3.33666
C22 -6.81181 -0.16056 1.13090
C23 0.69306 -0.34804 0.64121
C24 -3.16098 2.00786 4.32487
C25 1.55398 0.05331 -0.64938
C26 -0.21812 -1.42121 7.50198
C27 -5.15950 -2.63321 5.11284
C28 -4.37601 1.50158 10.04506
H1 -1.24596 -3.71763 0.42345
H2 1.06019 0.82453 -1.36098
H3 -4.25004 2.53188 10.37150
H4 5.46549 -7.93880 -5.07678
H5 -3.74957 7.19417 8.10179
H6 -8.58866 2.61861 -7.90134
H7 8.85117 6.51191 -7.62238
H8 7.32019 2.92149 -4.97204
H9 8.18158 -1.13844 3.49200
H10 -4.47271 -6.94454 0.29272
H11 3.58324 1.32167 -3.88635
H12 4.58876 -0.98217 -2.46626
H13 -2.80101 -4.52714 -3.47909
H14 -2.75864 1.78055 3.33901
H15 6.34059 -0.46694 0.00136
H16 4.54730 0.75206 -1.82368
H17 0.97555 4.73658 -1.84819
H18 -6.77366 0.12110 0.08031
H19 4.16479 1.58382 -8.83123
H20 -0.10373 -0.73374 6.66607
H21 -5.91092 2.99323 -4.39305
H22 -4.16772 2.55014 2.17720
H23 -4.57268 -1.73523 5.29550
H24 -0.03528 3.70549 3.79221
H25 2.02051 0.46010 -3.49874
H26 3.04004 -2.71436 -5.16216
H27 3.22135 -2.67135 1.96757
H28 -1.35489 1.75291 -0.35111

Cartesian forces, eV/Å:
Br 2.2 1.1 -1.9
Br 0.1 2.1 0.3
Cl 0.1 0.2 0.7
Cl 0.2 0.1 0.0
Cl -0.1 0.2 -0.3
Cl 0.0 -0.2 -0.1
Cl -0.3 -0.1 -0.2
Cl 0.2 0.0 0.0
Cl -0.1 0.1 0.1
Cl -0.3 -0.1 0.5
Cl -0.1 0.0 0.0
Cl 0.0 -0.4 -0.4
Cl 0.3 0.3 0.2
Cl 0.2 0.0 0.0
Cl -0.1 0.4 -0.8
Cl -0.2 0.1 0.1
Cl -0.2 -0.1 0.0
Cl -0.1 0.3 0.0
Cl -0.4 0.4 0.2
Cl 0.0 0.1 -0.1
Cl 0.1 0.0 0.0
Cl -0.4 -0.5 -0.1
Cl 0.0 0.1 0.0
Cl 0.1 0.1 0.0
Cl 0.5 0.2 0.0
Cl 0.0 -0.1 0.1
Cl -0.2 0.2 -0.1
Cl 0.1 0.0 0.2
Cl 0.2 0.1 0.1
Cl -0.2 -0.5 0.4
Cl -0.2 0.0 0.0
Cl -0.1 0.0 0.0
Cl 0.5 0.0 0.5
Cl 0.0 0.1 -0.1
Cl 0.3 0.2 -0.2
Cl 0.0 0.0 0.4
Cl 0.6 -0.6 -0.7
Cl 0.1 0.1 0.0
Cl -0.1 0.1 -0.1
Cl 0.0 0.1 0.0
Cl -0.2 -0.1 0.0
Cl -0.1 -0.5 0.1
Cl 0.0 0.1 -0.1
Cl 0.5 2.0 0.0
Cl -0.2 0.1 0.1
Cl 0.2 -0.2 0.0
Cl 0.0 -0.2 -0.2
Cl 0.0 0.2 -0.1
Cl 0.4 -0.6 0.5
Cl 0.2 0.1 0.0
Cl -0.1 0.1 0.2
Cl -0.4 0.2 -0.3
Cl 0.4 0.3 -0.9
Cl 0.2 0.2 0.3
Cl 0.0 0.1 -0.2
Cl -1.0 -2.1 0.4
Cl 0.0 0.2 -0.1
Cl -0.2 0.0 -0.5
Cl 0.0 0.0 -0.2
P 1.6 -0.8 0.6
O 5.4 4.7 -2.0
O 2.2 -2.4 -0.5
O -2.4 -0.8 -0.2
O -0.7 -0.7 1.2
O 1.5 0.8 -0.5
N -3.4 2.5 -1.0
C 1.1 1.1 -2.4
C -0.1 -0.2 0.0
C 0.0 0.0 0.2
C -0.2 -0.8 0.9
C -0.1 -0.1 -0.1
C -2.3 1.3 -0.3
C 0.3 -0.3 0.1
C -0.2 0.1 0.6
C 0.2 -0.1 -0.1
C 0.1 -0.3 -0.1
C -3.9 -1.4 0.9
C -0.8 -0.6 0.7
C -0.4 0.2 -0.2
C 0.2 -0.2 -0.1
C 0.0 0.0 -0.3
C 0.0 0.6 0.1
C -3.3 0.3 1.7
C -1.0 -0.7 -0.1
C 0.0 -0.1 0.0
C -0.1 1.0 0.6
C 0.4 -0.1 0.4
C -0.2 -0.1 -0.2
C 3.8 -0.7 -1.6
C -0.4 0.6 -0.4
C 0.8 -3.0 2.7
C 0.0 0.0 0.5
C -0.1 -0.1 0.0
C -0.2 0.0 0.0
H 0.2 -0.2 -0.6
H 1.0 -2.6 1.0
H 0.0 -0.2 -0.1
H 0.0 0.2 0.2
H -0.1 -0.2 -0.1
H 0.2 0.0 0.2
H 0.0 -0.2 0.0
H -0.1 -0.1 0.1
H -0.1 -0.2 0.0
H 0.0 -0.2 0.1
H -0.5 -2.0 0.1
H -0.9 1.3 0.4
H 0.0 -0.3 -0.1
H 0.0 0.0 0.1
H 0.0 -0.6 -0.2
H -1.0 -1.2 -0.6
H 0.1 -0.1 0.1
H -0.1 0.0 0.2
H 0.1 -0.1 0.2
H -0.1 -0.1 0.2
H 0.4 -0.2 0.2
H -0.3 0.3 -0.4
H -0.1 -0.1 0.0
H 0.0 0.2 0.1
H 1.4 -0.5 0.2
H 0.2 1.5 0.5
H -0.5 1.3 -1.4
H 0.1 0.2 1.0